Below is a molecular structure, C28H23N3O2SV, with properties calculated with ωB97M-V with the def2-TZVPD basis set.

energy: -74486.69959 eV
total charge: +1
F_max: 1.003 eV Å⁻¹
highest occupied orbital energy (alpha / beta): -10.8 / -10.8 eV
relative energy (zero: lowest compared OMol25 entry of this formula, charge and spin): 8.45 kcal/mol
frontier orbital gap (alpha / beta): 6.913 / 6.905 eV

Geometry as XYZ:
```
58
C28H23N3O2SV ωB97M-V with the def2-TZVPD basis set
V -0.10 -0.47 -0.18
O -1.16 -1.05 -1.54
N -0.40 -2.10 -1.11
N 0.87 -1.87 -1.64
O 1.30 -0.50 -1.26
C 1.85 -2.87 -1.47
C 1.46 -4.19 -1.57
C 2.42 -5.19 -1.48
C 3.75 -4.86 -1.28
C 4.13 -3.53 -1.18
C 3.18 -2.52 -1.27
H 0.42 -4.44 -1.74
H 2.12 -6.22 -1.57
H 4.50 -5.64 -1.22
H 5.17 -3.27 -1.02
H 3.46 -1.48 -1.18
N -1.25 1.16 -0.10
S -1.40 1.96 -1.51
C -2.76 3.08 -1.25
C -3.80 2.66 -0.44
C -4.91 3.49 -0.29
C -4.97 4.70 -0.96
C -3.92 5.10 -1.79
C -2.81 4.29 -1.94
C -0.02 3.06 -1.66
C 0.85 2.83 -2.72
C 1.98 3.63 -2.85
C 2.23 4.63 -1.92
C 1.35 4.84 -0.85
C 0.22 4.06 -0.72
H -1.21 1.79 0.70
H -3.75 1.71 0.07
H -5.73 3.18 0.34
H -5.83 5.34 -0.85
H -3.97 6.04 -2.32
H -1.99 4.59 -2.58
H 0.64 2.04 -3.43
H 2.66 3.47 -3.67
H 3.11 5.25 -2.02
H 1.55 5.63 -0.14
H -0.48 4.24 0.09
C -0.46 -4.70 3.97
C -0.61 -4.84 2.58
C -0.39 -3.78 1.74
C -0.01 -2.53 2.28
C 0.24 -1.39 1.47
C 0.61 -0.19 2.03
C 0.75 -0.04 3.44
C 0.52 -1.12 4.22
C 0.14 -2.39 3.68
C -0.10 -3.50 4.51
H -0.64 -5.55 4.61
H -0.90 -5.80 2.16
H -0.51 -3.87 0.67
H 0.89 0.68 1.41
H 1.06 0.91 3.86
H 0.62 -1.04 5.30
H 0.01 -3.39 5.58
```

***

Below is a molecular structure, C28H23N4NiO2, with properties calculated with ωB97M-V with the def2-TZVPD basis set.

energy: -80508.10107 eV
total charge: -1
F_max: 0.532 eV Å⁻¹
highest occupied orbital energy (alpha / beta): -3.7 / -3.7 eV
relative energy (zero: lowest compared OMol25 entry of this formula, charge and spin): 0.00 kcal/mol
frontier orbital gap (alpha / beta): 6.452 / 6.446 eV

Geometry as XYZ:
```
58
C28H23N4NiO2 ωB97M-V with the def2-TZVPD basis set
Ni 0.39 0.18 0.80
O 1.53 -1.39 1.06
C 1.43 -2.32 1.93
C 2.15 -3.55 1.73
C 2.10 -4.57 2.63
C 1.34 -4.47 3.82
C 0.65 -3.31 4.05
C 0.66 -2.24 3.13
C -0.07 -1.05 3.47
N -0.26 -0.06 2.68
C -0.91 1.14 3.18
C -1.61 1.79 2.02
N -0.72 1.86 0.86
C -0.63 3.03 0.31
C -0.16 3.39 -0.99
C 0.47 4.65 -1.12
C 0.96 5.11 -2.31
C 0.78 4.30 -3.46
C 0.10 3.12 -3.40
C -0.48 2.60 -2.17
O -1.22 1.60 -2.17
H 2.72 -3.63 0.81
H 2.65 -5.48 2.43
H 1.32 -5.28 4.53
H 0.06 -3.20 4.96
H -0.47 -0.99 4.49
H -0.14 1.82 3.57
H -1.61 0.92 4.00
H -1.98 2.78 2.30
H -2.47 1.19 1.74
H -0.99 3.87 0.91
H 0.60 5.25 -0.22
H 1.46 6.07 -2.38
H 1.18 4.64 -4.41
H -0.05 2.51 -4.29
C -4.15 -3.17 -1.03
C -3.45 -3.00 0.15
C -2.26 -2.29 0.16
C -1.76 -1.76 -1.02
C -2.46 -1.92 -2.21
C -3.65 -2.63 -2.21
N -0.54 -1.01 -0.94
N 0.07 -0.87 -2.00
C 1.22 -0.04 -1.87
C 2.01 0.11 -3.00
C 3.10 0.96 -2.97
C 3.39 1.65 -1.79
C 2.59 1.49 -0.67
C 1.48 0.65 -0.68
H -5.08 -3.72 -1.03
H -3.83 -3.42 1.08
H -1.69 -2.14 1.07
H -2.07 -1.46 -3.11
H -4.21 -2.74 -3.13
H 1.74 -0.42 -3.91
H 3.72 1.10 -3.85
H 4.24 2.33 -1.76
H 2.83 2.05 0.23
```

***

Below is a molecular structure, C28H23N4O4V, with properties calculated with ωB97M-V with the def2-TZVPD basis set.

<S²>: 2.017
energy: -69245.81680 eV
2S+1: 3
F_max: 0.509 eV Å⁻¹
highest occupied orbital energy (alpha / beta): -7.9 / -7.9 eV
relative energy (zero: lowest compared OMol25 entry of this formula, charge and spin): 8.51 kcal/mol
frontier orbital gap (alpha / beta): 7.369 / 7.313 eV

Geometry as XYZ:
```
60
C28H23N4O4V ωB97M-V with the def2-TZVPD basis set
V -2.23 0.82 -1.36
O -3.39 -0.64 -1.98
N -3.73 -1.49 -1.07
N -3.47 -1.10 0.09
O -2.95 0.10 0.31
C -3.74 -1.94 1.22
C -3.78 -3.31 1.07
C -4.06 -4.10 2.17
C -4.29 -3.51 3.41
C -4.24 -2.13 3.55
C -3.96 -1.33 2.45
H -3.59 -3.75 0.10
H -4.09 -5.17 2.06
H -4.50 -4.14 4.27
H -4.41 -1.68 4.51
H -3.90 -0.26 2.54
N -5.31 7.57 -1.56
C -4.87 6.50 -1.54
C -4.32 5.18 -1.51
C -3.59 4.70 -2.60
C -3.05 3.42 -2.56
C -3.24 2.59 -1.45
C -3.97 3.09 -0.37
C -4.51 4.37 -0.39
H -3.44 5.34 -3.46
H -2.48 3.08 -3.41
H -4.14 2.47 0.50
H -5.08 4.75 0.45
C 6.60 -1.67 -1.99
C 5.43 -2.22 -1.21
C 5.41 -3.58 -0.92
C 4.35 -4.15 -0.23
C 3.31 -3.34 0.19
C 3.31 -1.97 -0.08
N 2.17 -1.26 0.37
C 2.10 0.06 0.76
C 3.00 0.56 1.71
C 2.92 1.87 2.14
C 1.94 2.72 1.66
C 1.04 2.25 0.72
C 1.11 0.93 0.26
C 0.11 0.47 -0.72
O -0.34 -0.69 -0.74
O -0.40 1.34 -1.56
C 4.37 -1.40 -0.80
C 4.33 0.05 -1.23
H 7.28 -2.48 -2.26
H 7.16 -0.94 -1.41
H 6.27 -1.19 -2.91
H 6.23 -4.20 -1.25
H 4.33 -5.21 -0.02
H 2.48 -3.75 0.75
H 1.29 -1.66 0.08
H 3.76 -0.11 2.09
H 3.63 2.22 2.88
H 1.88 3.74 2.01
H 0.28 2.90 0.31
H 4.24 0.74 -0.39
H 3.48 0.23 -1.89
H 5.23 0.32 -1.77
```

***

Below is a molecular structure, C28H24BBeF4N10OSe, with properties calculated with ωB97M-V with the def2-TZVPD basis set.

energy: -123673.64000 eV
total charge: +1
F_max: 0.554 eV Å⁻¹
highest occupied orbital energy: -11.2 eV
frontier orbital gap: 8.492 eV

Geometry as XYZ:
```
70
C28H24BBeF4N10OSe ωB97M-V with the def2-TZVPD basis set
Be 0.34 2.16 -2.58
C 3.85 -1.74 -2.79
N 3.13 -0.46 -2.86
C 1.83 -0.21 -2.89
N 1.65 1.11 -2.92
C 2.92 1.62 -2.92
N 3.84 0.69 -2.87
C 3.14 -2.83 -2.04
C 3.47 -4.15 -2.34
C 2.92 -5.20 -1.62
C 1.99 -4.96 -0.63
C 1.62 -3.65 -0.35
C 2.22 -2.59 -1.03
C 0.56 -3.40 0.63
N 0.22 -4.09 1.65
N -0.93 -3.50 2.17
C -1.19 -2.49 1.42
O -0.29 -2.35 0.41
C -2.32 -1.56 1.48
C -2.99 -1.35 2.68
C -4.08 -0.49 2.71
C -4.49 0.16 1.55
C -3.82 -0.05 0.36
C -4.28 0.63 -0.92
N -3.16 0.87 -1.82
C -2.09 1.62 -1.58
N -1.19 1.40 -2.53
C -1.79 0.49 -3.35
N -2.98 0.13 -2.94
C -2.73 -0.91 0.33
H 4.80 -1.49 -2.30
H 4.08 -2.06 -3.80
H 1.06 -0.96 -2.89
H 3.13 2.67 -2.95
H 4.18 -4.35 -3.13
H 3.20 -6.22 -1.86
H 1.52 -5.77 -0.09
H 1.95 -1.57 -0.76
H -2.67 -1.87 3.58
H -4.61 -0.32 3.64
H -5.33 0.84 1.59
H -4.77 1.58 -0.70
H -4.98 0.01 -1.47
H -1.98 2.29 -0.74
H -1.34 0.11 -4.25
H -2.21 -1.11 -0.60
C -0.06 4.01 2.62
N 0.27 2.61 2.37
C 0.60 2.07 1.18
Se 0.83 3.03 -0.39
N 0.80 0.75 1.38
C 0.64 0.44 2.73
C 0.80 -0.74 3.44
C 0.55 -0.69 4.80
C 0.18 0.51 5.43
C 0.05 1.69 4.72
C 0.29 1.62 3.35
H -0.12 4.54 1.68
H 0.71 4.46 3.25
H -1.02 4.06 3.14
H 1.10 0.13 0.65
H 1.10 -1.67 2.96
H 0.66 -1.58 5.40
H 0.00 0.51 6.49
H -0.23 2.62 5.20
F 0.29 5.66 -2.39
B 0.26 5.25 -3.67
F 1.38 5.40 -4.39
F -0.92 5.23 -4.29
F 0.43 3.40 -3.38
```

***

Q: What is the F_max in the third record?
A: 0.509 eV Å⁻¹

***

Q: Number 3 is which compound?
A: C28H23N4O4V

***

Q: What is the F_max in the third record?
A: 0.509 eV Å⁻¹